# C56H79N10O2S3

8 unconnected molecules or ions with the total composition C56H79N10O2S3 in a non-equilibrium geometry (the ωB97M-V functional and the def2-TZVPD basis, OMol25).

The geometry in XYZ format:
```
150
Properties=species:S:1:pos:R:3:forces:R:3
C 8.797726 0.525718 3.717129 -0.276 0.617 -0.019
C 7.580857 1.495618 3.367040 1.853 0.639 1.099
N 6.345315 1.079877 4.070147 -2.183 0.407 -1.690
C 5.783403 -0.197252 3.579675 0.289 -1.249 -1.093
C 5.623809 -0.339487 2.015997 -0.075 -0.968 -0.226
C 5.379280 2.129455 4.189816 0.526 0.913 2.144
S 5.580421 3.206088 5.449179 -0.287 -0.783 -1.078
S 3.957245 2.390029 3.086372 0.346 -0.649 -0.105
C 2.468477 2.847612 4.077498 -0.986 -0.587 0.484
C 1.227923 2.887450 3.066535 1.806 0.473 -0.445
C 1.185694 1.485214 2.336224 -0.891 -0.440 0.383
C -0.256535 0.987161 1.978713 0.112 0.026 -1.853
C -1.280240 0.773811 3.035052 0.387 0.039 -0.987
C -1.011014 1.037763 4.568350 -1.003 -0.462 -0.931
C -2.169010 0.508636 5.502568 0.691 0.213 1.878
C -2.154792 1.464500 6.790830 -0.187 -0.076 -0.578
C -1.919775 -0.952313 6.063680 -1.218 0.402 0.058
N -2.496456 0.304776 2.696323 2.266 0.689 0.723
N -2.712867 0.060063 1.425342 -1.378 -0.663 -2.683
C -4.080354 -0.507582 1.151746 -0.647 0.064 -0.042
O -3.957872 -1.902285 0.809495 0.497 2.193 -0.022
O -4.533027 -2.600508 1.873079 -0.172 -0.837 1.306
C -1.940991 0.218424 0.313191 3.020 1.487 0.554
C -2.333379 -0.125042 -1.155520 0.718 -0.388 -0.071
C -1.470482 -1.375298 -1.571826 1.327 -2.577 0.038
C -1.023788 -1.618668 -2.940256 0.511 -0.907 1.221
C -0.181968 -2.775212 -3.285015 0.061 -0.325 1.579
C 0.265626 -3.758976 -2.289212 -2.241 2.981 1.029
C -0.187635 -3.515501 -0.898166 -0.031 0.188 -1.424
C 0.323020 -4.541339 0.172881 0.514 0.942 -0.143
C -1.031948 -2.359340 -0.555516 0.881 -0.638 -1.745
C -0.545554 0.740417 0.549508 -2.192 -0.835 2.321
C 0.463409 0.983375 -0.605178 0.198 1.389 1.197
C 0.794241 2.566826 -0.715728 -0.573 -0.310 -0.651
C -0.360472 3.495723 -0.194428 1.282 0.487 0.632
S 0.108950 5.278794 -0.503323 -0.247 0.144 -0.125
H 9.720847 1.169650 3.769662 -0.847 -0.819 -0.206
H 8.653957 0.083940 4.744286 0.057 0.407 -1.125
H 8.950588 -0.278901 2.955923 -0.152 0.611 0.712
H 7.468399 1.677158 2.266848 -0.100 -0.433 0.853
H 7.875737 2.490121 3.813565 -0.559 -1.007 -0.474
H 6.495705 -1.016220 3.898123 -0.663 0.965 -0.222
H 4.795095 -0.470831 4.040155 0.969 0.737 -0.118
H 6.561787 -0.139233 1.431643 -0.840 -0.063 0.700
H 4.782476 0.248321 1.569742 0.791 -0.290 0.546
H 5.379310 -1.427897 1.817622 0.234 1.115 0.184
H 2.256285 1.972237 4.761409 0.451 1.173 -0.308
H 2.602496 3.804660 4.637463 -0.137 -0.883 -0.418
H 1.487422 3.718286 2.341237 -0.579 -0.957 0.476
H 0.277877 3.183004 3.571210 0.932 -0.386 -0.277
H 1.615306 0.715656 3.040648 -0.409 0.669 -0.577
H 1.864909 1.473679 1.440319 -0.933 0.051 0.990
H -0.921182 2.143191 4.772840 0.142 -1.188 -0.491
H -0.048379 0.507806 4.801395 -0.754 0.675 0.006
H -3.196969 0.613199 5.073506 1.102 -0.267 -0.017
H -2.678887 2.423121 6.525628 0.569 -0.774 0.388
H -1.093686 1.700533 7.084759 -1.052 -0.278 -0.132
H -2.695380 0.989928 7.658004 0.599 0.508 -0.914
H -2.828516 -1.192709 6.693218 0.973 0.120 -0.647
H -1.053313 -0.971548 6.778336 -0.572 -0.064 -0.986
H -1.877885 -1.743962 5.272458 0.332 0.662 0.641
H -4.737912 -0.458406 2.054574 0.926 0.319 -0.697
H -4.528545 0.108114 0.334736 0.343 -0.860 0.515
H -3.902301 -2.508639 2.619779 -0.162 -0.248 -0.489
H -3.427337 -0.250232 -1.338820 0.950 -0.157 0.265
H -1.994249 0.710228 -1.838113 -0.453 -0.615 0.990
H -1.307098 -0.884472 -3.730951 0.279 -0.794 0.641
H 0.188324 -2.943007 -4.330158 -0.669 0.481 1.049
H 0.903311 -4.640431 -2.538795 -0.711 0.940 0.152
H 1.259464 -4.105335 0.634267 -0.923 -0.419 -0.353
H -0.397023 -4.712696 1.010654 0.489 0.004 -0.851
H 0.650753 -5.503847 -0.310712 -0.671 0.906 0.489
H -1.292312 -2.275069 0.529702 0.087 0.063 -1.173
H 1.431312 0.507007 -0.293624 -1.017 -0.020 -0.732
H 0.104063 0.663152 -1.608635 0.337 -0.203 1.138
H 0.905908 2.777453 -1.818431 -0.013 -0.142 1.153
H 1.789305 2.813692 -0.246875 -1.187 -0.176 -0.282
H -0.541729 3.433646 0.911269 0.171 -0.247 -1.074
H -1.339481 3.350018 -0.719508 0.938 0.183 0.268
H 1.358110 5.501725 0.035436 -0.743 -0.848 -0.111
N 4.387650 5.854139 3.693981 -0.157 0.116 -0.166
C 3.337776 6.502145 3.100420 0.050 -0.081 0.013
C 3.758993 7.760579 2.750678 -0.167 -0.014 -0.094
C 5.116120 7.873458 3.143383 0.141 -0.034 0.029
C 5.475559 6.680590 3.719679 -0.036 -0.045 0.042
H 4.363518 4.912602 4.056294 0.244 0.150 0.063
H 2.382825 6.013585 2.979740 -0.001 0.076 0.030
H 3.159152 8.515213 2.265908 0.035 -0.030 0.038
H 5.757628 8.731468 3.017779 -0.040 -0.051 0.009
H 6.409596 6.350700 4.145739 -0.053 0.039 -0.007
N -0.974319 5.106994 -3.882692 -0.073 -0.118 0.004
C -2.236844 5.553812 -4.162908 -0.013 -0.004 0.045
C -2.640773 4.972343 -5.337973 -0.112 0.046 0.117
C -1.583025 4.137700 -5.781443 0.099 -0.134 0.007
C -0.569804 4.239467 -4.861931 0.041 -0.041 0.048
H -0.427932 5.373882 -3.080433 0.013 0.048 -0.052
H -2.736191 6.246557 -3.504598 0.046 0.043 -0.111
H -3.590761 5.128380 -5.824685 0.064 0.011 0.017
H -1.566470 3.531172 -6.673538 0.010 0.054 0.037
H 0.401643 3.772355 -4.820542 -0.026 0.066 -0.070
N 2.765799 -7.514374 -1.816800 -0.055 0.030 -0.094
C 2.327240 -8.760448 -1.454629 -0.070 -0.039 0.086
C 1.931752 -9.415828 -2.591331 0.015 -0.009 0.155
C 2.143853 -8.536409 -3.684235 0.016 0.144 -0.083
C 2.661091 -7.372872 -3.178839 -0.046 0.101 0.038
H 3.110794 -6.815991 -1.182537 0.050 -0.228 0.041
H 2.333873 -9.070384 -0.422008 0.000 -0.014 -0.070
H 1.534927 -10.417706 -2.634467 0.039 0.056 0.004
H 1.940525 -8.735676 -4.724596 0.026 0.012 0.060
H 2.962194 -6.458396 -3.666159 0.006 -0.094 -0.063
N 4.558065 -4.434859 -2.216539 0.131 0.105 0.020
C 5.073843 -4.090517 -3.437938 -0.075 -0.005 -0.075
C 6.089093 -3.193821 -3.230249 -0.072 -0.051 -0.132
C 6.195896 -2.992220 -1.829995 -0.050 0.006 0.155
C 5.241497 -3.772228 -1.230843 -0.085 0.031 0.108
H 3.798981 -5.073384 -2.067283 0.079 0.094 -0.094
H 4.673306 -4.511794 -4.346191 0.064 0.031 0.028
H 6.690392 -2.734111 -3.998611 -0.030 -0.047 0.040
H 6.894904 -2.348128 -1.319662 -0.022 -0.057 -0.027
H 4.988462 -3.912773 -0.191784 0.052 0.009 -0.043
N -3.144809 8.984233 -2.341820 0.044 -0.041 -0.060
C -3.840176 9.060959 -3.519882 -0.085 -0.033 -0.006
C -3.320106 10.097107 -4.250511 -0.093 -0.110 -0.035
C -2.266603 10.665059 -3.488206 0.099 -0.003 0.116
C -2.180312 9.956549 -2.317893 0.058 0.025 0.054
H -3.315235 8.318007 -1.609218 -0.001 0.111 -0.052
H -4.643398 8.373786 -3.733528 0.021 0.071 -0.015
H -3.657397 10.412401 -5.225288 0.019 -0.026 0.057
H -1.642098 11.499130 -3.767148 -0.036 -0.049 0.022
H -1.519633 10.059780 -1.472023 -0.037 0.032 -0.055
N -5.908119 -3.288480 -0.816131 -0.096 -0.051 -0.054
C -7.182254 -2.864917 -1.084419 0.041 0.041 0.033
C -7.568516 -3.415786 -2.279906 -0.125 0.087 0.068
C -6.487662 -4.206617 -2.747693 0.108 -0.096 -0.048
C -5.479534 -4.110261 -1.821889 0.072 0.020 0.051
H -5.369172 -3.034942 -0.003569 -0.271 -0.232 -0.366
H -7.701920 -2.208957 -0.404016 -0.022 -0.060 -0.049
H -8.521646 -3.268240 -2.763854 0.053 0.012 0.028
H -6.452599 -4.782054 -3.660257 0.069 0.078 0.015
H -4.496582 -4.553445 -1.793173 -0.056 0.010 -0.033
N -8.080681 -7.170576 -3.689269 -0.025 -0.002 -0.076
C -7.181822 -8.183053 -3.489705 0.037 0.023 0.068
C -7.567017 -9.248953 -4.261901 0.133 0.011 0.077
C -8.740572 -8.863087 -4.958823 -0.119 0.078 -0.068
C -9.031171 -7.575532 -4.587312 -0.039 0.027 0.026
H -8.047228 -6.267817 -3.244894 0.008 -0.140 0.009
H -6.349121 -8.057874 -2.816091 -0.050 -0.029 -0.028
H -7.061446 -10.200105 -4.320832 -0.026 0.056 0.005
H -9.307466 -9.461628 -5.654578 0.031 0.041 0.038
H -9.830336 -6.914527 -4.882336 0.028 -0.065 0.007
```
Forces are in eV/Å.

As for the net charge: +1. The spin multiplicity is 1. Its strongest force on any atom is 3.87 eV/A. The calculated total energy is -4073.27838 hartree.